1.
H2NO2S | ωB97M-V/def2-TZVPD

ORCA input file:
```
! RIJCOSX wB97M-V def2-TZVPD def2/J DEFGRID3
* xyz -1 3
N -0.810 0.857 0.442
O 1.211 0.159 -1.779
O -0.326 -1.547 0.419
S 0.213 -0.215 0.149
H -1.414 0.669 -0.314
H 1.125 0.077 1.084
*
```

Results
ΔE to the lowest compared entry with this formula, charge and spin   203.2 kJ/mol
HOMO (alpha / beta)   -2.2 / -4.0 eV
Calculated total energy   -604.45575 Eh
Largest force on an atom   0.0512 Eh/bohr
LUMO (alpha / beta)   4.3 / 4.1 eV

---

2.
H2NO3S | ωB97M-V/def2-TZVPD

ORCA input file:
```
! RIJCOSX wB97M-V def2-TZVPD def2/J DEFGRID3
* xyz -1 1
N -0.128 0.561 -0.012
S -1.757 -0.038 0.007
O -1.725 -1.651 -0.049
O -2.373 0.413 1.241
O -2.213 0.542 -1.228
H 0.465 0.303 0.857
H 0.356 0.400 -0.815
*
```

Results
ΔE to the lowest compared entry with this formula, charge and spin   75.6 kJ/mol
HOMO   -4.5 eV
Calculated total energy   -679.91699 Eh
Largest force on an atom   0.1091 Eh/bohr
Structure (SMILES)   NS(=O)(=O)[O-]
LUMO   4.1 eV

---

3.
H2NO3S3 | ωB97M-V/def2-TZVPD

ORCA input file:
```
! RIJCOSX wB97M-V def2-TZVPD def2/J DEFGRID3
* xyz -1 1
N 1.786 1.566 -2.462
O 0.037 0.337 0.726
O -0.284 -1.423 2.364
O -2.126 -1.081 0.757
S 0.858 0.250 -2.122
S 2.337 2.536 -1.293
S -0.370 -1.170 0.918
H 0.314 0.434 -0.445
H -2.551 -1.449 1.557
*
```

Results
ΔE to the lowest compared entry with this formula, charge and spin   108.4 kJ/mol
HOMO   -4.2 eV
Calculated total energy   -1476.24293 Eh
Largest force on an atom   0.0525 Eh/bohr
LUMO   2.9 eV

---

4.
H2NO4 | ωB97M-V/def2-TZVPD

ORCA input file:
```
! RIJCOSX wB97M-V def2-TZVPD def2/J DEFGRID3
* xyz -1 1
N -0.117 1.394 1.306
O -1.153 0.915 0.818
O 0.722 -0.822 -1.178
O 1.219 0.775 0.950
O -0.643 -1.301 -1.036
H -1.090 -0.594 -0.434
H 1.063 -0.366 -0.425
*
```

Results
ΔE to the lowest compared entry with this formula, charge and spin   108.5 kJ/mol
HOMO   -4.4 eV
Calculated total energy   -356.75937 Eh
Largest force on an atom   0.1135 Eh/bohr
LUMO   4.6 eV

---

5.
H2NO4P | ωB97M-V/def2-TZVPD

ORCA input file:
```
! RIJCOSX wB97M-V def2-TZVPD def2/J DEFGRID3
* xyz -2 1
N 0.603 -1.160 2.056
O 1.164 1.050 -1.007
O -0.214 -1.102 -1.003
O -1.832 1.510 -0.823
O 0.899 -0.202 1.167
P 0.122 0.209 -0.355
H 0.626 -2.150 1.619
H -1.369 1.845 -1.654
*
```

Results
ΔE to the lowest compared entry with this formula, charge and spin   359.0 kJ/mol
HOMO (alpha / beta)   2.2 / 0.9 eV
Calculated total energy   -698.15078 Eh
Largest force on an atom   0.0428 Eh/bohr
LUMO (alpha / beta)   7.5 / 7.4 eV

---

6.
H2NO4P | ωB97M-V/def2-TZVPD

ORCA input file:
```
! RIJCOSX wB97M-V def2-TZVPD def2/J DEFGRID3
* xyz -2 1
N 0.404 -1.935 -0.545
O 1.207 1.258 1.480
O 0.563 1.224 -1.113
O -1.882 1.121 0.764
O 0.748 -0.899 0.297
P 0.444 0.695 0.302
H 0.563 -1.726 -1.603
H -2.047 0.262 0.418
*
```

Results
ΔE to the lowest compared entry with this formula, charge and spin   304.6 kJ/mol
HOMO   1.9 eV
Calculated total energy   -698.17149 Eh
Largest force on an atom   0.0741 Eh/bohr
LUMO   7.4 eV

---

7.
H2NO4P | ωB97M-V/def2-TZVPD

ORCA input file:
```
! RIJCOSX wB97M-V def2-TZVPD def2/J DEFGRID3
* xyz 0 1
N -2.021 -0.096 -0.007
O -2.302 -0.941 0.794
O -2.682 0.879 -0.347
O 0.072 -1.603 -0.407
O 0.610 0.896 -0.373
P -0.443 -0.233 -0.977
H 0.884 -1.808 0.151
H 0.143 1.768 -0.471
*
```

Results
ΔE to the lowest compared entry with this formula, charge and spin   182.5 kJ/mol
HOMO   -9.6 eV
Calculated total energy   -698.20785 Eh
Largest force on an atom   0.0494 Eh/bohr
LUMO   0.0 eV

---

8.
H2NO4P | ωB97M-V/def2-TZVPD

ORCA input file:
```
! RIJCOSX wB97M-V def2-TZVPD def2/J DEFGRID3
* xyz 0 1
N -1.017 0.112 0.072
O -1.561 -0.915 0.375
O -1.478 1.290 0.115
O 1.071 -1.388 -0.020
O 1.316 1.152 -0.078
P 0.601 -0.129 -0.749
H 0.460 -1.854 0.577
H 0.608 1.733 -0.293
*
```

Results
ΔE to the lowest compared entry with this formula, charge and spin   183.5 kJ/mol
HOMO   -10.0 eV
Calculated total energy   -698.20748 Eh
Largest force on an atom   0.0626 Eh/bohr
LUMO   -0.6 eV

---

9.
H2NO4PS | ωB97M-V/def2-TZVPD

ORCA input file:
```
! RIJCOSX wB97M-V def2-TZVPD def2/J DEFGRID3
* xyz 0 1
N -0.162 -1.440 -0.057
O 1.942 0.501 0.080
O 0.614 1.851 1.909
O -1.139 0.395 -1.734
O -0.540 -0.334 0.710
P 0.776 1.080 0.692
S -1.200 1.125 -0.516
H -0.855 -2.066 -0.413
H 0.563 -1.112 -0.671
*
```

Results
ΔE to the lowest compared entry with this formula, charge and spin   37.1 kJ/mol
HOMO   -10.1 eV
Calculated total energy   -1096.37595 Eh
Largest force on an atom   0.0598 Eh/bohr
LUMO   -1.6 eV

---

10.
H2NO4S2 | ωB97M-V/def2-TZVPD

ORCA input file:
```
! RIJCOSX wB97M-V def2-TZVPD def2/J DEFGRID3
* xyz -1 1
N -1.813 1.840 0.006
O 1.185 -1.548 -0.930
O 1.676 -1.521 1.564
O 0.885 0.488 0.220
O -1.552 -0.392 -0.919
S -1.208 0.431 0.236
S 1.856 -0.694 0.395
H -1.433 2.486 0.600
H 0.403 -1.088 -1.171
*
```

Results
ΔE to the lowest compared entry with this formula, charge and spin   43.0 kJ/mol
HOMO   -4.6 eV
Calculated total energy   -1153.31971 Eh
Largest force on an atom   0.0696 Eh/bohr
LUMO   3.8 eV

---

11.
H2NO5PS | ωB97M-V/def2-TZVPD

ORCA input file:
```
! RIJCOSX wB97M-V def2-TZVPD def2/J DEFGRID3
* xyz -2 1
N -1.649 0.004 0.025
P -0.383 1.163 -0.089
O -0.327 2.030 1.101
O -0.292 1.754 -1.416
S 1.034 -0.671 -0.021
O 0.683 -1.338 1.248
O 3.136 -0.743 -0.126
O 0.365 -1.204 -1.205
H -1.372 -0.333 0.962
H -1.195 -0.662 -0.479
*
```

Results
ΔE to the lowest compared entry with this formula, charge and spin   356.4 kJ/mol
HOMO   -0.5 eV
Calculated total energy   -1171.67716 Eh
Largest force on an atom   0.0983 Eh/bohr
Structure (SMILES)   N[P@](=O)([O-])S(=O)(=O)[O-]
LUMO   7.0 eV

---

12.
H2NOP | ωB97M-V/def2-TZVPD

ORCA input file:
```
! RIJCOSX wB97M-V def2-TZVPD def2/J DEFGRID3
* xyz 0 1
N 3.601 -1.341 -0.021
P 3.298 -1.899 -1.335
O 0.623 0.026 -0.225
H 0.297 -0.045 0.676
H 0.291 -0.875 -0.560
*
```

Results
ΔE to the lowest compared entry with this formula, charge and spin   216.3 kJ/mol
HOMO   -11.2 eV
Calculated total energy   -472.49838 Eh
Largest force on an atom   0.0545 Eh/bohr
Structure (SMILES)   N#P.O
LUMO   -0.1 eV